The following is a quantum chemistry calculation of a molecular structure, C22H80B2Cl2FIN3O25, from the OMol25 dataset.

Geometry as ORCA input:
```
! RIJCOSX wB97M-V def2-TZVPD def2/J DEFGRID3
* xyz 1 1
C 2.847 3.599 -0.348
C 1.483 3.146 0.414
F 1.164 4.300 1.276
C 0.237 2.919 -0.533
C -0.289 1.379 -0.689
C -1.305 1.595 -1.968
N 0.805 0.551 -1.159
C 1.523 0.657 -2.386
B 1.817 1.829 -3.436
O 2.913 2.783 -3.399
O 0.960 1.975 -4.612
C 1.308 -0.596 -0.368
O 2.414 -0.067 0.451
C 2.055 -1.819 -1.102
C 3.688 -1.783 -1.069
C 4.300 -2.560 0.211
Cl 4.357 -4.388 -0.019
C 0.150 -1.286 0.531
I 1.015 -2.559 2.161
C -0.758 -2.351 -0.251
C -1.754 -3.252 0.655
C -2.932 -3.780 -0.328
O -4.020 -4.191 0.161
O -2.803 -3.868 -1.744
N -0.572 -0.264 1.349
B 0.051 0.055 2.717
O 1.266 0.746 2.996
O -0.704 -0.210 3.957
C -1.215 0.895 0.583
C -2.687 0.371 0.100
C -3.735 -0.131 1.191
C -5.288 0.087 0.730
C -6.150 -1.294 0.905
N -6.643 -1.460 2.299
C -1.582 2.062 1.621
C -2.682 3.171 1.195
C -2.166 4.660 1.675
Cl -4.284 3.017 2.158
H 3.401 4.261 0.413
H 3.534 2.721 -0.586
H 2.637 4.266 -1.255
H 1.782 2.316 1.120
H -0.573 3.667 -0.246
H 0.535 3.379 -1.557
H -0.830 2.173 -2.828
H -1.675 0.609 -2.402
H -2.162 2.327 -1.697
H 2.654 0.510 -2.120
H 1.159 -0.188 -3.104
H 2.948 3.233 -4.275
H 0.391 1.160 -4.659
H 2.779 0.748 0.056
H 1.902 -2.849 -0.590
H 1.675 -2.049 -2.170
H 4.155 -0.775 -1.272
H 3.985 -2.451 -1.970
H 3.841 -2.234 1.204
H 5.405 -2.225 0.262
H -0.149 -3.215 -0.730
H -1.263 -1.920 -1.200
H -2.150 -2.773 1.600
H -1.233 -4.227 0.997
H -3.302 -3.155 -2.207
H -1.382 -0.837 1.701
H 1.077 1.384 3.725
H -1.104 0.639 4.245
H -2.641 -0.424 -0.714
H -3.334 1.193 -0.391
H -3.662 0.290 2.239
H -3.645 -1.282 1.294
H -5.365 0.479 -0.353
H -5.833 0.852 1.381
H -7.067 -1.152 0.216
H -5.499 -2.169 0.574
H -7.376 -0.779 2.538
H -5.879 -1.452 2.987
H -0.691 2.709 1.971
H -2.116 1.696 2.582
H -2.904 3.243 0.087
H -1.523 4.571 2.633
H -3.056 5.326 1.987
H -1.585 5.199 0.848
O 2.864 -2.161 5.354
H 2.444 -1.294 5.283
H 2.337 -2.725 4.775
O 1.500 4.406 -6.545
H 1.420 3.677 -5.917
H 0.795 5.014 -6.290
O -3.232 -4.759 -4.512
H -3.090 -4.520 -3.588
H -4.188 -4.686 -4.628
O 2.596 -6.751 -1.291
H 2.414 -6.610 -2.232
H 3.115 -5.978 -1.034
O 5.313 -2.074 3.630
H 6.098 -2.194 4.178
H 4.576 -2.269 4.227
O -0.963 0.359 -5.883
H -0.976 0.997 -6.609
H -1.818 -0.085 -5.946
O 6.409 -7.229 0.131
H 6.005 -6.354 0.069
H 5.871 -7.780 -0.451
O -2.510 5.526 4.927
H -2.926 6.397 4.855
H -3.034 4.969 4.342
O 5.176 3.952 -4.914
H 5.470 3.731 -4.021
H 5.009 3.094 -5.324
O -1.027 7.492 7.195
H -1.573 6.810 6.782
H -0.291 6.999 7.580
O 2.591 -6.649 -4.363
H 3.042 -6.304 -5.147
H 2.299 -7.530 -4.630
O 5.733 -7.510 -3.461
H 5.886 -7.278 -2.538
H 4.775 -7.432 -3.567
O -5.438 -3.777 3.408
H -6.305 -4.199 3.441
H -5.036 -4.132 2.604
O -3.082 -7.278 -2.899
H -2.458 -7.413 -3.622
H -2.811 -6.439 -2.511
O 1.697 5.515 4.114
H 2.611 5.825 4.125
H 1.494 5.419 3.174
O 4.121 -4.715 -6.668
H 4.739 -4.850 -7.397
H 4.401 -3.878 -6.277
O 1.775 8.674 5.798
H 1.969 7.959 5.180
H 0.810 8.722 5.803
O -4.792 8.041 4.698
H -4.654 8.284 5.623
H -5.746 8.115 4.578
*
```

Calculated values
Frontier orbital gap   6.919 eV
Lowest unoccupied orbital energy   -4.2091 eV
HOMO   -0.4089 Eh
E_tot   -4298.8436 a.u.
Molecular weight   1025.3 g mol⁻¹